The following is a DFT calculation (wB97M-V/def2-TZVPD) of a 2-piece molecular cluster, CH6NO2 overall at a distorted geometry.

Last column: Löwdin charge in e.
Cartesian coordinates (Å):
N  0.448  1.587  0.866  0.0201
C  -0.575  0.577  0.229  -0.3696
O  -0.360  -0.678  -0.077  0.0248
H  -0.225  2.050  1.480  0.0503
H  1.034  1.080  1.529  0.0561
H  -1.436  0.502  0.937  0.1578
H  -0.882  1.250  -0.589  0.1355
H  0.104  -1.614  -1.390  -0.0235
H  1.207  -2.519  -1.111  0.0293
O  0.685  -2.236  -1.873  -0.0809

Values from the calculation:
Spin multiplicity   2
HOMO (spin up / spin down)   -10.60 / -10.71 eV
Energy relative to the best compared isomer or geometry (same formula, charge and spin)   98.7 kJ/mol
Orbital gap (spin up / spin down)   11.2 / 8.1 eV
Lowest unoccupied orbital energy (spin up / spin down)   0.6253 / -2.5870 eV
Strongest force on any atom   0.0533 Eh/bohr
E   -6716.4099 eV
Molecular weight   64.1 g/mol